[1]
The ion C2H3N4O with charge -1, computed with wB97M-V/def2-TZVPD.

Structure (ORCA input):
```
! RIJCOSX wB97M-V def2-TZVPD def2/J DEFGRID3
* xyz -1 1
C 0.45 0.74 -0.09
C -1.66 -0.21 -0.05
N 1.87 0.38 0.05
N 2.41 -0.62 0.01
N 3.13 -1.46 -0.05
N -0.24 -0.36 0.02
O 0.15 1.96 -0.08
H -1.93 -0.97 0.71
H -2.01 0.69 0.52
H -2.18 -0.15 -1.04
*
```

The relative energy (zero: lowest compared OMol25 entry of this formula, charge and spin) is 33.05 kcal per mole. Its SMILES is C[N-]C(=O)N=[N+]=[N-]. As for the HOMO-LUMO gap: 8.26 eV.

Here are the Mulliken charges for atoms 1 to 8, given in e: 0.57, -0.80, -0.40, 0.86, -0.72, -0.58, -0.73, 0.32

***

[2]
A cluster of 2 separate species, C2H3N4O in total, computed with wB97M-V/def2-TZVPD.

Structure (ORCA input):
```
! RIJCOSX wB97M-V def2-TZVPD def2/J DEFGRID3
* xyz -1 3
C 0.41 -0.09 1.70
C 0.67 -0.47 0.40
N -0.67 0.70 1.69
N -1.11 0.81 0.47
N -0.32 0.12 -0.33
N -0.59 -0.23 -1.59
O -0.98 1.11 -2.82
H 0.92 -0.35 2.60
H 1.41 -1.11 -0.04
H 0.26 -0.49 -2.08
*
```

Its expectation value of S² is 2.014. The relative energy (zero: lowest compared OMol25 entry of this formula, charge and spin) is 62.48 kcal per mole. As for the HOMO-LUMO gap (alpha / beta): 6.06 / 7.69 eV.

Here are the Mulliken charges for atoms 1 to 8, given in e: -0.54, -0.13, -0.44, -0.50, 1.04, -0.86, -0.46, 0.38